# 1
Molecular formula: C4H8FN2
Method: DFT, ωB97M-V/def2-TZVPD

Atoms and positions in Å:
H -0.855 1.552 -0.138
H -0.075 -1.525 -1.058
F 1.963 -0.084 -0.075
H -1.460 -0.538 -0.569
H 0.564 -1.759 1.416
C 0.162 1.482 0.703
C -0.441 -1.434 1.113
C 0.402 0.444 -0.393
H -1.107 -2.310 1.155
C -0.434 -0.826 -0.284
H -0.786 -0.697 1.854
N 0.543 1.793 1.804
H 1.249 1.680 -1.714
N 0.576 0.893 -1.761
H -0.300 1.330 -2.051

Calculated values
- maximum force (eV/Å) = 4.4
- total charge = -1
- energy relative to the best compared isomer or geometry (same formula, charge and spin) (kcal per mole) = 66.2
- HOMO level (eV) = -2.02

Results of the Löwdin charge analysis, in e, for atoms 1 through 8: 0.075 0.109 -0.255 0.094 0.072 -0.511 -0.119 -0.496

***

# 2
Molecular formula: C4H8FN2
Method: DFT, ωB97M-V/def2-TZVPD

Atoms and positions in Å:
H -1.087 1.460 0.103
H -2.232 -0.755 0.614
N -1.572 -0.740 -0.210
H -0.138 -0.907 1.337
H -1.502 -1.687 -0.800
H -0.354 1.621 1.573
C 1.677 0.764 -0.534
H 1.098 -1.283 -1.277
F 1.845 -1.448 0.417
H 2.633 0.931 -1.020
N 1.022 1.665 0.001
C -0.182 1.246 0.561
C 1.051 -0.631 -0.369
H -1.989 0.083 -0.785
C -0.270 -0.318 0.391

Calculated values
- maximum force (eV/Å) = 3.2
- total charge = +1
- SMILES = [NH3+][C@@H]1CN=C[C@H]1F
- energy relative to the best compared isomer or geometry (same formula, charge and spin) (kcal per mole) = 50.1
- HOMO level (eV) = -14.31

Results of the Löwdin charge analysis, in e, for atoms 1 through 8: 0.085 0.194 0.183 0.177 0.244 0.145 -0.041 0.169

***

# 3
Molecular formula: C4H8FN2
Method: DFT, ωB97M-V/def2-TZVPD

Atoms and positions in Å:
H -1.580 -0.583 -1.289
H 0.252 2.422 0.108
H -0.399 -1.944 0.324
C 1.468 -0.553 0.223
H -0.167 0.267 -1.691
H 0.412 -2.045 -1.220
C 0.168 -1.369 -0.464
H -1.068 -0.274 1.094
C -0.960 0.576 0.350
H -1.890 1.188 0.132
H 0.267 1.771 1.803
F 2.584 -1.248 0.272
N -0.696 -0.225 -0.954
C 0.235 1.434 0.690
N 1.374 0.582 0.622

Calculated values
- maximum force (eV/Å) = 4.1
- total charge = +1
- SMILES = FC1=NCC[NH2+]C1
- energy relative to the best compared isomer or geometry (same formula, charge and spin) (kcal per mole) = 41.2
- HOMO level (eV) = -14.56

Results of the Löwdin charge analysis, in e, for atoms 1 through 8: 0.174 0.157 0.147 -0.321 0.197 0.102 0.016 0.147

***

# 4
Molecular formula: C4H8FN2O
Method: DFT, ωB97M-V/def2-TZVPD

Atoms and positions in Å:
H -3.672 -1.093 -0.312
N 0.625 0.396 0.119
H -2.310 1.275 0.858
O -0.697 -1.380 -0.514
H 0.820 -0.205 0.900
C 2.998 0.134 -0.050
H 1.863 1.678 -1.043
N -3.474 -0.176 0.220
H -4.220 0.222 0.846
H 3.259 0.779 0.784
C 1.761 0.820 -0.417
C -0.985 -0.160 -0.084
H 3.867 0.006 -0.713
H -0.377 -1.495 -1.388
F 2.779 -1.130 0.389
C -2.236 0.329 0.405

Calculated values
- maximum force (eV/Å) = 4.2
- total charge = +1
- SMILES = N/C=C(O)/[NH+]=C/CF
- energy relative to the best compared isomer or geometry (same formula, charge and spin) (kcal per mole) = 46.9
- HOMO level (eV) = -12.31

Results of the Löwdin charge analysis, in e, for atoms 1 through 8: 0.163 0.180 0.109 0.073 0.125 -0.171 0.143 0.072

***

# 5
Molecular formula: C4H8FN3
Method: DFT, ωB97M-V/def2-TZVPD

Atoms and positions in Å:
H -0.209 -2.536 0.383
C 0.785 0.713 0.750
H 1.408 -0.833 1.661
C -0.682 0.419 -1.062
H 0.543 2.126 -0.955
N 1.112 1.513 1.654
H -1.512 1.140 -0.661
N 0.131 -1.540 0.062
H 1.001 0.997 2.505
C 0.640 1.097 -0.762
H -1.780 -0.697 0.447
F -0.774 0.084 -2.487
H 1.580 0.615 -1.084
H -1.757 -1.475 -1.165
N 0.549 -0.752 1.169
C -1.034 -0.871 -0.456

Calculated values
- maximum force (eV/Å) = 4.6
- SMILES = [H]/N=C1/C[C@@H](F)CNN1
- energy relative to the best compared isomer or geometry (same formula, charge and spin) (kcal per mole) = 56.5
- HOMO level (eV) = -8.53

Results of the Löwdin charge analysis, in e, for atoms 1 through 8: 0.164 -0.365 0.098 -0.310 0.101 0.129 0.174 -0.095

***

# 6
Molecular formula: C4H8FNO
Method: DFT, ωB97M-V/def2-TZVPD

Atoms and positions in Å:
O -0.454 1.250 0.498
H -2.049 -0.103 1.559
H 1.323 -0.820 0.848
H -2.055 -1.454 0.654
C 1.031 1.175 0.296
H 1.314 1.739 -0.676
H 0.249 -0.400 -1.937
N -1.405 -0.719 1.037
C 1.379 -0.266 -0.085
C -0.960 0.147 -0.063
F -1.962 0.422 -1.052
C 0.208 -0.737 -0.840
H -0.146 -1.769 -0.784
H 2.300 -0.199 -0.589
H 1.228 1.734 1.136

Calculated values
- maximum force (eV/Å) = 4.6
- SMILES = N[C@]1(F)CCCO1
- energy relative to the best compared isomer or geometry (same formula, charge and spin) (kcal per mole) = 15.6
- HOMO level (eV) = -10.15

Results of the Löwdin charge analysis, in e, for atoms 1 through 8: -0.031 0.092 0.118 0.105 -0.092 0.146 0.138 0.109

***

# 7
Molecular formula: C4H8FNO
Method: DFT, ωB97M-V/def2-TZVPD

Atoms and positions in Å:
H 1.268 0.941 0.311
O -2.025 -0.326 1.353
N 1.835 -0.954 0.242
C -1.579 0.787 0.781
C -0.739 -0.435 -1.259
H -1.863 1.722 1.267
H -0.759 1.778 -0.724
H -1.536 -1.097 0.891
H -0.283 -1.153 -0.576
C 2.168 0.266 0.476
H 0.177 -0.071 -1.757
C -1.121 0.789 -0.469
H 3.112 0.490 0.815
H -1.577 -0.910 -1.836
F 2.921 -1.826 0.484

Calculated values
- maximum force (eV/Å) = 4.5
- SMILES = C/C=C\O.C=NF
- energy relative to the best compared isomer or geometry (same formula, charge and spin) (kcal per mole) = 84.0
- HOMO level (eV) = -8.79

Results of the Löwdin charge analysis, in e, for atoms 1 through 8: 0.086 -0.003 0.005 -0.268 -0.119 0.120 0.087 0.135

***

# 8
Molecular formula: C4H8FNOS
Method: DFT, ωB97M-V/def2-TZVPD

Atoms and positions in Å:
H -2.471 -0.373 0.824
N 1.560 0.020 -0.736
H -0.423 1.405 0.801
H -0.136 -1.122 1.411
C -0.582 -1.286 0.421
H 3.000 -0.976 0.308
S 0.661 -1.368 -0.937
H -2.106 1.777 0.456
H -2.056 -0.507 -0.849
H 1.224 0.843 -1.203
C -1.213 1.249 0.106
H -1.042 -2.287 0.340
F -0.894 1.652 -1.176
O 3.385 1.108 0.159
C -1.654 -0.226 0.106
C 2.748 0.091 -0.029

Calculated values
- maximum force (eV/Å) = 2.6
- SMILES = O=CNSCCCF
- energy relative to the best compared isomer or geometry (same formula, charge and spin) (kcal per mole) = 0.0
- HOMO level (eV) = -9.53

Results of the Löwdin charge analysis, in e, for atoms 1 through 8: 0.110 -0.355 0.104 0.084 -0.449 0.130 0.900 0.116